The following is a quantum chemistry calculation of a cluster of 4 separate species, C4H14O4 in total, from OMol25.

**HOMO**: -9.019 eV
**Electronic energy**: -461.6397 Eh
**Relative energy (zero: lowest compared OMol25 entry of this formula, charge and spin)**: 306.0 kJ/mol
**Gap between HOMO and LUMO**: 9.079 eV

Structure (ORCA input):
```
! RIJCOSX wB97M-V def2-TZVPD def2/J DEFGRID3
* xyz 0 1
C 0.56 -0.95 0.95
C -0.64 -0.33 0.52
C -0.57 -1.65 1.76
C -1.13 1.00 1.11
O 1.26 -1.75 0.10
H 1.29 -0.35 1.62
H -1.11 -0.71 -0.37
H -1.70 -1.91 1.61
H -0.18 -2.66 1.83
H -0.53 -1.23 2.73
H -1.98 0.85 1.81
H -0.34 1.47 1.63
H -1.37 1.68 0.30
H -0.94 1.21 -2.03
H -2.18 0.98 -2.95
O -1.91 1.10 -2.02
H 2.08 -0.89 -0.51
H 3.39 -0.42 -1.45
O 2.65 -0.05 -0.95
H 1.09 2.14 -2.42
H 1.52 0.95 -1.46
O 0.75 1.52 -1.80
*
```